{
  "formula": "C5H5NO2",
  "method": "the ωB97M-V functional and the def2-TZVPD basis",
  "gap_ev": 8.67,
  "lumo_energy_ha": -0.01369,
  "smiles": "C#CC(=O)N(O)C=C",
  "largest_force_ev_per_a": 6.61,
  "elements": ["O", "O", "N", "C", "C", "C", "C", "C", "H", "H", "H", "H", "H"],
  "xyz": [[1.087, -1.572, -0.417], [-1.508, -1.727, 0.385], [0.443, -0.334, -0.338], [-0.918, -0.590, 0.239], [-1.624, 0.746, 0.121], [2.601, 1.066, 0.299], [1.250, 0.830, -0.026], [-2.089, 1.931, -0.168], [2.836, 2.095, 0.526], [3.610, 0.366, 0.757], [-2.738, 2.897, -0.576], [0.678, 1.793, -0.485], [0.564, -2.323, -0.395]]
}

{
  "formula": "C3H4FN3O",
  "method": "the ωB97M-V functional and the def2-TZVPD basis",
  "gap_ev": 9.42,
  "lumo_energy_ha": 0.02264,
  "smiles": "[H]/N=c1/[nH]nc(CF)o1",
  "largest_force_ev_per_a": 5.65,
  "elements": ["F", "O", "N", "N", "N", "C", "C", "C", "H", "H", "H", "H"],
  "xyz": [[2.845, 0.302, -0.328], [-0.620, -1.029, 0.078], [0.314, 1.094, 0.101], [-2.984, -0.335, -0.157], [-1.003, 1.149, 0.079], [-1.687, -0.035, -0.014], [0.595, -0.165, 0.052], [2.000, -0.778, 0.159], [-1.338, 2.175, 0.328], [2.170, -0.913, 1.399], [1.847, -1.961, -0.255], [-3.060, -1.278, -0.483]]
}

{
  "formula": "H19LiO10",
  "method": "the ωB97M-V functional and the def2-TZVPD basis",
  "gap_ev": 8.67,
  "lumo_energy_ha": -0.02964,
  "largest_force_ev_per_a": 15.02,
  "elements": ["O", "O", "O", "O", "O", "O", "O", "O", "O", "O", "Li", "H", "H", "H", "H", "H", "H", "H", "H", "H", "H", "H", "H", "H", "H", "H", "H", "H", "H", "H"],
  "xyz": [[-1.593, -2.155, -1.176], [-1.589, -2.254, 1.614], [2.255, -0.020, -1.763], [-1.178, -0.064, 2.288], [1.415, 2.855, -0.320], [-0.426, 1.739, -2.663], [2.007, 0.875, 2.190], [-2.883, -0.218, -0.886], [0.498, 0.074, 0.226], [1.905, -1.845, 1.097], [-0.340, 1.708, -0.512], [-1.108, -2.748, 2.175], [3.059, 0.395, -1.287], [-1.521, -1.417, 1.741], [-3.133, 0.165, -1.847], [1.328, -1.063, 0.953], [-0.575, -0.014, 1.533], [-0.614, 0.919, -3.017], [0.366, 1.873, -2.989], [2.044, 2.292, 0.145], [2.611, -1.977, 0.369], [0.057, -0.514, -0.567], [-3.839, -0.368, -0.379], [1.978, 3.632, -0.703], [1.875, -0.297, -0.919], [-1.961, 0.332, 1.811], [1.322, 0.679, 1.544], [-1.431, -2.396, -0.425], [-1.949, -1.184, -1.061], [1.416, 1.002, 2.832]]
}

{
  "formula": "C22H33N3O4",
  "method": "the ωB97M-V functional and the def2-TZVPD basis",
  "gap_ev": 9.18,
  "lumo_energy_ha": 0.02033,
  "smiles": "CN(CCOc1ccccc1)C(=O)[C@@H]1CCC(=O)N(CCCN2CCOCC2)C1",
  "largest_force_ev_per_a": 0.65,
  "elements": ["O", "O", "O", "O", "N", "N", "N", "C", "C", "C", "C", "C", "C", "C", "C", "C", "C", "C", "C", "C", "C", "C", "C", "C", "C", "C", "C", "C", "C", "H", "H", "H", "H", "H", "H", "H", "H", "H", "H", "H", "H", "H", "H", "H", "H", "H", "H", "H", "H", "H", "H", "H", "H", "H", "H", "H", "H", "H", "H", "H", "H", "H"],
  "xyz": [[4.933, 1.806, 0.188], [-2.423, -3.172, -0.918], [0.964, 1.605, -1.195], [-4.370, 2.531, -1.290], [-3.931, 0.171, 0.247], [-1.525, -1.594, 0.431], [2.053, 1.213, 0.725], [-2.129, -2.130, 1.625], [3.868, 2.604, -0.280], [-4.071, 1.302, -1.909], [-3.776, 2.589, -0.017], [0.390, -1.134, -1.608], [2.466, 0.351, 1.810], [5.454, -2.211, -0.713], [1.227, 0.842, -0.282], [6.254, -1.552, 0.208], [-3.269, -1.256, 2.160], [2.635, 2.541, 0.638], [-0.772, -0.369, 0.497], [-4.314, -0.960, 1.080], [-4.258, 1.443, 0.871], [4.452, -1.511, -1.361], [-4.550, 0.117, -1.069], [4.235, -0.169, -1.098], [0.590, -0.541, -0.202], [-1.753, -2.166, -0.772], [6.046, -0.216, 0.479], [5.031, 0.492, -0.168], [-1.080, -1.433, -1.910], [-5.651, 0.157, -0.996], [1.610, 0.034, 2.409], [5.612, -3.257, -0.924], [-2.519, -3.114, 1.353], [-2.868, -0.319, 2.548], [0.757, -0.426, -2.353], [2.907, 2.872, 1.641], [-4.263, -0.817, -1.555], [-1.169, -2.034, -2.815], [3.441, 0.338, -1.623], [-3.742, -1.787, 2.987], [4.250, 3.629, -0.272], [1.204, -1.219, 0.391], [3.582, 2.348, -1.303], [-4.058, 3.553, 0.411], [-1.361, -2.254, 2.398], [-2.984, 1.229, -2.067], [-0.628, -0.105, 1.546], [-4.575, 1.313, -2.877], [7.043, -2.084, 0.718], [3.825, -2.010, -2.085], [-3.768, 1.509, 1.845], [0.968, -2.055, -1.698], [1.880, 3.213, 0.222], [-1.617, -0.496, -2.070], [-2.679, 2.542, -0.114], [3.149, 0.902, 2.453], [-5.349, 1.543, 1.022], [6.661, 0.312, 1.191], [-1.328, 0.444, 0.015], [-4.407, -1.839, 0.439], [-5.296, -0.782, 1.552], [2.996, -0.532, 1.445]]
}

{
  "formula": "C31H45Br2Cl26NO3",
  "method": "the ωB97M-V functional and the def2-TZVPD basis",
  "gap_ev": 7.99,
  "lumo_energy_ha": -0.03299,
  "largest_force_ev_per_a": 4.12,
  "elements": ["Br", "Br", "Cl", "Cl", "Cl", "Cl", "Cl", "Cl", "Cl", "Cl", "Cl", "Cl", "Cl", "Cl", "Cl", "Cl", "Cl", "Cl", "Cl", "Cl", "Cl", "Cl", "Cl", "Cl", "Cl", "Cl", "Cl", "Cl", "O", "O", "O", "N", "C", "C", "C", "C", "C", "C", "C", "C", "C", "C", "C", "C", "C", "C", "C", "C", "C", "C", "C", "C", "C", "C", "C", "C", "C", "C", "C", "C", "C", "C", "C", "H", "H", "H", "H", "H", "H", "H", "H", "H", "H", "H", "H", "H", "H", "H", "H", "H", "H", "H", "H", "H", "H", "H", "H", "H", "H", "H", "H", "H", "H", "H", "H", "H", "H", "H", "H", "H", "H", "H", "H", "H", "H", "H", "H", "H"],
  "xyz": [[-1.691, -3.043, -1.526], [0.706, -0.174, -2.326], [4.230, 1.311, -3.976], [-4.683, 5.572, -1.309], [2.271, -6.213, 12.663], [-0.499, 1.316, -10.567], [-0.122, -6.347, 10.997], [2.558, -3.986, -4.779], [-0.393, -0.133, 7.916], [-2.182, 0.629, 3.574], [5.169, 0.421, -0.891], [-2.779, 5.036, -5.418], [-1.255, -4.362, 1.846], [0.516, -2.001, -5.448], [-2.745, 2.123, -8.881], [0.788, 1.960, -7.437], [-4.682, 2.954, -4.618], [2.759, -2.284, 6.985], [-2.489, -6.409, 0.172], [0.698, -8.918, -1.458], [-5.871, 7.066, -3.522], [7.123, -0.831, -2.661], [1.083, -6.310, -0.206], [-2.304, 1.720, 6.276], [0.646, 3.066, -4.739], [1.537, 2.035, 7.595], [3.211, -2.865, 9.809], [4.389, -1.398, -5.058], [-2.839, -1.335, 0.871], [3.939, 3.323, 0.730], [0.876, 0.540, 3.257], [-4.780, 3.361, 1.105], [-3.270, 1.780, -0.947], [2.457, -2.262, -1.144], [-2.934, 0.491, 5.176], [0.852, 0.571, 6.876], [-3.579, 3.532, -5.879], [0.894, -3.725, -5.314], [-4.369, 6.626, -2.699], [0.027, 1.837, -5.848], [-1.860, 0.867, 1.018], [-4.999, 3.425, -0.223], [3.380, 0.039, -4.860], [0.973, -1.994, -1.621], [1.142, -5.301, 11.655], [-1.832, -0.682, 0.791], [0.317, 0.397, 2.199], [3.632, -1.818, 8.449], [6.788, -0.281, -1.018], [-2.718, -5.303, 1.531], [2.785, 3.694, -0.036], [0.892, 3.360, 1.762], [-0.410, -1.281, 0.509], [1.517, 2.842, 0.420], [-0.117, -2.407, -0.532], [1.329, -8.053, -0.052], [-2.185, 1.838, -10.536], [-3.025, 1.768, 0.505], [-0.622, 2.925, 1.976], [0.637, -0.763, 1.198], [-4.358, 2.700, -1.324], [-0.789, 1.404, 1.697], [-3.774, 2.522, 1.487], [-2.962, -5.880, 2.419], [0.920, 4.488, 1.729], [0.235, 0.853, -5.433], [-3.525, 2.444, 2.570], [-2.821, 2.774, -6.053], [1.916, 1.788, 0.545], [-4.147, 3.702, -6.790], [6.857, -1.129, -0.342], [-4.652, 2.834, -2.398], [1.487, 3.038, 2.658], [-3.531, -4.620, 1.298], [0.813, -8.403, 0.838], [1.697, -1.082, 1.116], [4.022, 2.356, 0.771], [-4.009, 0.621, 5.078], [3.106, 0.414, -5.843], [0.760, 2.758, -0.415], [-2.702, 1.171, -1.679], [2.908, -1.297, -0.777], [1.647, -0.158, 6.738], [2.974, 3.390, -1.106], [-5.804, 4.127, -0.524], [-3.877, 7.532, -2.356], [4.700, -1.895, 8.263], [0.330, -3.267, 0.036], [-1.045, 1.970, -5.960], [3.082, -2.668, -1.975], [0.759, -4.193, -6.285], [0.409, 0.823, 5.915], [0.217, -4.173, -4.590], [-2.801, 1.064, -10.986], [-3.729, 6.100, -3.397], [1.691, -4.852, 10.831], [-2.279, 2.761, -11.102], [-1.030, 3.260, 2.961], [0.807, -2.690, -2.488], [2.487, -0.234, -4.306], [7.520, 0.473, -0.742], [2.496, -2.980, -0.276], [-2.717, -0.494, 5.585], [2.393, -8.252, 0.036], [-1.201, 3.491, 1.190], [3.374, -0.792, 8.702], [0.679, -4.525, 12.258], [2.582, 4.783, 0.086]]
}